1.
Below is a structure of composition C26H58BiP4S at a distorted geometry, with properties calculated with ωB97M-V/def2-TZVPD.

Structure (XYZ):
```
90
Properties=species:S:1:pos:R:3:lowdin_charge:R:1
Bi -0.595 0.504 -1.400 1.12
P -2.418 2.498 -1.109 0.69
P -2.405 -1.458 0.705 0.83
P 1.475 2.392 -1.255 0.67
H -2.276 -4.868 -1.894 0.07
C -1.394 -4.352 -2.287 -0.08
C -0.180 -4.469 -1.723 -0.07
H -0.007 -5.077 -0.826 0.07
C -3.446 2.559 -2.620 -0.23
C -3.652 2.325 0.229 -0.24
C -1.842 4.219 -0.899 -0.22
C -1.828 -3.112 1.104 -0.17
C -3.570 -0.927 1.968 -0.19
C -3.260 -1.610 -0.877 -0.21
C 2.987 1.529 -1.826 -0.24
C 2.007 3.209 0.289 -0.24
C 1.395 3.802 -2.428 -0.25
H -1.530 -3.781 -3.213 0.05
H 0.703 -4.001 -2.172 0.05
H -3.708 3.606 -2.834 0.08
H -4.367 1.981 -2.460 0.06
H -2.899 2.144 -3.478 0.02
H -4.117 3.304 0.416 0.08
H -3.171 1.990 1.158 0.04
H -4.432 1.604 -0.052 0.05
H -2.571 4.765 -0.282 0.07
H -1.755 4.714 -1.876 0.07
H -0.868 4.250 -0.392 0.04
H -2.695 -3.703 1.433 0.09
H -1.099 -3.093 1.921 0.05
H -1.378 -3.597 0.227 0.02
H -4.185 -1.790 2.260 0.09
H -4.219 -0.125 1.591 0.05
H -3.025 -0.567 2.852 0.06
H -4.330 -1.774 -0.685 0.09
H -2.861 -2.465 -1.444 0.04
H -3.157 -0.702 -1.493 0.01
H 3.849 2.201 -1.700 0.08
H 2.888 1.257 -2.885 0.04
H 3.151 0.616 -1.235 0.04
H 2.063 4.296 0.134 0.07
H 2.996 2.842 0.594 0.06
H 1.290 3.004 1.095 0.00
H 2.097 4.572 -2.078 0.08
H 0.388 4.235 -2.463 0.03
H 1.681 3.479 -3.437 0.05
C 0.090 -0.408 -4.601 -0.69
C -0.888 -0.821 -5.530 -0.10
C -0.823 -2.098 -6.083 -0.05
C 0.211 -2.971 -5.723 -0.05
C 1.188 -2.560 -4.808 -0.07
C 1.144 -1.277 -4.263 -0.13
S -0.075 1.168 -3.838 0.53
H -1.296 -0.477 0.723 -0.10
H -1.687 -0.126 -5.784 0.11
H -1.584 -2.414 -6.797 0.12
H 0.251 -3.975 -6.149 0.13
H 1.988 -3.242 -4.514 0.12
H 1.899 -0.941 -3.549 0.09
C 1.842 -2.297 0.964 -0.13
C 1.352 -1.701 2.294 -0.56
C 2.114 -2.301 3.475 -0.09
P 1.307 0.160 2.168 1.04
C -0.054 0.701 3.328 -0.57
C -0.117 -0.034 4.667 -0.10
C -0.051 2.226 3.515 -0.11
C 2.923 0.814 2.845 -0.54
C 3.135 0.722 4.357 -0.09
C 4.114 0.238 2.062 -0.11
H 2.896 -2.048 0.778 0.08
H 1.249 -1.944 0.108 0.03
H 1.754 -3.392 0.998 0.09
H 0.289 -1.965 2.416 0.05
H 3.194 -2.112 3.415 0.08
H 1.739 -1.962 4.448 0.07
H 1.978 -3.393 3.447 0.10
H -0.965 0.435 2.759 0.04
H 0.789 0.119 5.266 0.07
H -0.960 0.373 5.244 0.09
H -0.292 -1.111 4.556 0.07
H -0.242 2.755 2.573 0.05
H -0.853 2.500 4.215 0.09
H 0.897 2.591 3.934 0.08
H 2.855 1.888 2.594 0.08
H 3.118 -0.312 4.721 0.07
H 4.131 1.129 4.583 0.10
H 2.410 1.318 4.923 0.07
H 3.991 0.357 0.976 0.05
H 5.022 0.787 2.352 0.10
H 4.287 -0.824 2.281 0.07
```

The molecular weight comes out at 735.69 g mol⁻¹. The calculation puts the electronic energy at -3002.70431 a.u. The LUMO energy comes out at -9.79 eV. The calculation puts the energy relative to the best compared isomer or geometry (same formula, charge and spin) at 51.13 kJ/mol. The total charge is +3.

2.
Below is a cluster of 13 separate species, C26H58IN14O27 in total at a distorted geometry, with properties calculated with ωB97M-V/def2-TZVPD.

Structure (XYZ):
```
126
Properties=species:S:1:pos:R:3:lowdin_charge:R:1
C 3.989 0.177 2.432 -0.13
C 3.473 1.241 1.461 -0.25
C 2.569 0.760 0.295 -0.59
I 2.062 -1.342 0.268 1.09
C 1.259 1.459 0.174 -0.22
C 0.862 2.026 -1.035 0.04
N -0.311 2.605 -1.172 0.08
N -1.238 2.766 -0.239 0.19
C -0.882 2.274 0.934 -0.18
C -1.879 2.458 2.047 -0.09
C -2.658 1.169 2.460 -0.14
C -2.562 -0.031 1.518 -0.15
C -3.451 0.071 0.276 -0.16
O -3.826 1.423 0.003 -0.04
C -4.755 1.566 -0.954 -0.34
O -5.758 0.887 -1.055 0.06
C 0.333 1.596 1.219 -0.08
C 0.558 1.057 2.593 -0.10
C 1.049 2.122 3.610 -0.22
O 0.211 2.026 4.770 -0.06
H 4.660 -0.524 1.950 0.07
H 3.199 -0.334 2.973 0.04
H 4.582 0.704 3.181 0.08
H 4.364 1.661 1.003 0.12
H 3.020 2.038 2.038 0.08
H 3.133 0.917 -0.618 0.08
H 1.517 1.994 -1.895 0.15
H -0.547 2.970 -2.088 0.14
H -1.341 2.807 2.924 0.10
H -2.577 3.243 1.778 0.12
H -3.709 1.436 2.529 0.12
H -2.357 0.870 3.458 0.11
H -1.541 -0.307 1.266 0.10
H -2.944 -0.887 2.070 0.11
H -2.934 -0.392 -0.568 0.13
H -4.336 -0.535 0.436 0.10
H -4.635 2.371 -1.692 0.15
H -0.299 0.542 3.006 0.11
H 1.336 0.312 2.507 0.05
H 1.024 3.123 3.188 0.13
H 2.045 1.874 3.944 0.09
H -0.043 2.925 4.990 0.08
C -0.825 -4.304 -2.043 0.04
N 0.538 -4.670 -1.563 -0.43
O 1.296 -5.170 -2.361 0.08
O 0.814 -4.456 -0.396 -0.02
H -0.883 -4.571 -3.092 0.10
H -1.537 -4.861 -1.457 0.07
H -0.950 -3.236 -1.899 0.09
C 4.263 3.495 6.450 0.06
N 3.286 3.683 5.343 -0.43
O 3.680 3.533 4.203 0.05
O 2.153 3.975 5.655 0.08
H 5.223 3.239 6.020 0.10
H 4.314 4.430 6.999 0.11
H 3.888 2.694 7.081 0.11
C -2.918 0.829 -4.073 0.06
N -2.352 2.099 -4.606 -0.42
O -1.487 2.665 -3.952 0.02
O -2.779 2.492 -5.657 0.12
H -2.435 0.606 -3.128 0.08
H -3.987 0.978 -3.944 0.10
H -2.721 0.054 -4.807 0.11
C 1.080 3.314 -6.117 0.06
N 2.127 2.432 -5.531 -0.45
O 1.767 1.607 -4.705 0.03
O 3.262 2.596 -5.900 0.09
H 0.131 3.035 -5.679 0.05
H 1.344 4.338 -5.871 0.11
H 1.074 3.164 -7.192 0.11
C 4.033 -3.721 -3.080 0.04
N 4.612 -2.479 -3.656 -0.43
O 4.551 -2.322 -4.857 0.07
O 5.118 -1.689 -2.882 0.03
H 3.625 -4.318 -3.882 0.06
H 4.833 -4.252 -2.572 0.12
H 3.257 -3.423 -2.382 0.06
C 0.703 -4.472 3.052 0.05
N 0.489 -3.012 3.223 -0.44
O -0.654 -2.600 3.251 0.05
O 1.474 -2.312 3.320 -0.02
H -0.263 -4.952 2.980 0.09
H 1.279 -4.614 2.141 0.08
H 1.248 -4.825 3.921 0.10
C 8.049 -1.378 -4.083 0.05
N 9.087 -2.315 -3.574 -0.46
O 8.747 -3.132 -2.743 0.06
O 10.203 -2.200 -4.028 0.07
H 7.111 -1.600 -3.590 0.05
H 8.379 -0.369 -3.855 0.10
H 7.972 -1.528 -5.155 0.10
C -7.195 3.136 0.881 0.05
N -6.939 4.119 1.969 -0.45
O -6.193 5.047 1.723 0.05
O -7.489 3.923 3.026 0.09
H -6.643 3.438 0.001 0.08
H -6.864 2.165 1.236 0.10
H -8.262 3.136 0.681 0.11
C -5.610 8.197 2.383 0.03
N -5.046 9.481 1.882 -0.46
O -4.157 9.997 2.525 0.07
O -5.518 9.920 0.856 0.06
H -5.096 7.927 3.297 0.09
H -6.669 8.353 2.562 0.10
H -5.453 7.450 1.613 0.08
C -5.566 -3.112 -0.766 0.07
N -4.216 -3.406 -0.205 -0.43
O -3.388 -3.897 -0.952 0.04
O -4.031 -3.142 0.960 0.08
H -5.576 -3.405 -1.809 0.10
H -6.287 -3.686 -0.191 0.11
H -5.744 -2.047 -0.656 0.08
C -2.561 -5.199 5.508 0.05
N -1.562 -6.171 6.033 -0.45
O -1.932 -6.972 6.857 0.09
O -0.432 -6.086 5.591 0.05
H -3.512 -5.392 5.989 0.09
H -2.199 -4.202 5.740 0.10
H -2.627 -5.346 4.434 0.09
C 5.333 -5.258 -6.986 0.05
N 4.592 -6.295 -6.218 -0.44
O 4.204 -7.272 -6.811 0.09
O 4.428 -6.081 -5.032 0.04
H 5.402 -5.580 -8.018 0.10
H 4.777 -4.328 -6.899 0.09
H 6.317 -5.163 -6.538 0.10
```

The molecular weight comes out at 1125.73 g mol⁻¹. The calculation puts the electronic energy at -4119.84858 a.u. The LUMO energy comes out at -3.95 eV. The calculation puts the energy relative to the best compared isomer or geometry (same formula, charge and spin) at 0.00 kJ/mol. The total charge is +1.

3.
Below is a structure of composition C26H58MoOP4 at a distorted geometry, with properties calculated with ωB97M-V/def2-TZVPD.

Structure (XYZ):
```
90
Properties=species:S:1:pos:R:3:lowdin_charge:R:1
Mo 0.208 -0.229 -0.200 0.85
P 0.794 -2.378 -1.249 0.78
P 2.467 0.192 0.142 0.70
P -2.204 0.282 -0.871 0.81
H 1.891 4.864 -0.402 0.06
C 1.455 4.482 -1.337 -0.08
C 0.134 4.578 -1.584 -0.07
H -0.530 5.117 -0.900 0.06
C 1.878 -2.283 -2.739 -0.20
C 1.580 -3.841 -0.435 -0.21
C -0.712 -3.155 -1.931 -0.21
C 2.894 1.611 1.224 -0.21
C 3.422 -1.185 0.935 -0.18
C 3.512 0.563 -1.313 -0.21
C -2.776 1.882 -0.172 -0.22
C -3.377 -0.989 -0.259 -0.20
C -2.794 0.431 -2.590 -0.21
H 2.154 4.071 -2.079 0.05
H -0.318 4.081 -2.449 0.03
H 1.268 -2.349 -3.645 0.05
H 2.606 -3.104 -2.719 0.09
H 2.412 -1.331 -2.767 0.02
H 1.349 -4.732 -1.038 0.09
H 1.199 -4.006 0.578 0.02
H 2.672 -3.728 -0.396 0.06
H -0.461 -4.169 -2.272 0.09
H -1.061 -2.551 -2.777 0.05
H -1.497 -3.219 -1.169 0.04
H 3.977 1.602 1.405 0.09
H 2.369 1.541 2.183 0.03
H 2.597 2.549 0.737 0.05
H 4.327 -1.373 0.343 0.09
H 2.855 -2.123 0.989 0.01
H 3.709 -0.894 1.953 0.08
H 4.423 1.064 -0.952 0.09
H 2.974 1.231 -1.997 0.06
H 3.789 -0.360 -1.836 0.05
H -3.848 1.848 0.070 0.09
H -2.596 2.667 -0.918 0.06
H -2.203 2.144 0.723 -0.01
H -4.395 -0.697 -0.545 0.10
H -3.322 -1.086 0.826 0.00
H -3.135 -1.959 -0.707 0.05
H -3.717 -0.144 -2.721 0.08
H -2.003 0.032 -3.246 0.01
H -2.982 1.484 -2.825 0.07
C 0.019 0.288 -4.762 -0.36
C 0.796 -0.318 -5.815 0.05
C 1.050 0.370 -6.985 -0.01
C 0.621 1.693 -7.142 0.04
C -0.125 2.316 -6.132 -0.01
C -0.446 1.642 -4.975 0.03
O -0.234 -0.361 -3.685 -0.11
H 0.506 0.662 1.180 -0.06
H 1.157 -1.330 -5.625 0.12
H 1.619 -0.130 -7.774 0.14
H 0.882 2.243 -8.046 0.15
H -0.462 3.341 -6.253 0.13
H -1.053 2.083 -4.190 0.10
C -0.701 2.595 2.636 -0.10
C -0.171 1.344 3.344 -0.49
C -0.617 1.430 4.810 -0.07
P -0.525 -0.284 2.420 1.09
C 0.707 -1.540 3.082 -0.50
C 1.074 -1.361 4.557 -0.06
C 0.289 -2.985 2.775 -0.10
C -2.183 -0.885 3.024 -0.50
C -2.190 -1.488 4.432 -0.05
C -3.259 0.201 2.916 -0.09
H -1.796 2.597 2.583 0.07
H -0.296 2.740 1.626 0.06
H -0.413 3.490 3.209 0.12
H 0.928 1.376 3.310 0.08
H -1.709 1.493 4.909 0.09
H -0.243 0.621 5.441 0.07
H -0.212 2.365 5.231 0.12
H 1.623 -1.326 2.505 0.05
H 0.214 -1.516 5.216 0.08
H 1.831 -2.106 4.842 0.12
H 1.507 -0.375 4.762 0.09
H -0.116 -3.100 1.761 0.05
H 1.158 -3.657 2.865 0.11
H -0.469 -3.361 3.471 0.09
H -2.411 -1.703 2.321 0.09
H -1.883 -0.743 5.180 0.08
H -3.220 -1.791 4.676 0.13
H -1.562 -2.378 4.526 0.07
H -3.295 0.678 1.930 0.03
H -4.250 -0.243 3.104 0.12
H -3.118 0.986 3.673 0.09
```

The molecular weight comes out at 606.59 g mol⁻¹. As for the multiplicity: 3. The calculation puts the electronic energy at -2532.60055 a.u. The LUMO energy (spin up / spin down) comes out at -15.61 / -14.77 eV. The calculation puts the energy relative to the best compared isomer or geometry (same formula, charge and spin) at 115.70 kJ/mol. The total charge is +4.

4.
Below is a cluster of 4 separate species, C26H60BrFN3O7S in total at a distorted geometry, with properties calculated with ωB97M-V/def2-TZVPD.

Structure (XYZ):
```
99
Properties=species:S:1:pos:R:3:lowdin_charge:R:1
C -2.240 -3.109 1.325 -0.08
C -2.269 -1.587 1.517 -0.25
C -2.982 -0.939 0.342 -0.20
C -3.225 0.575 0.448 -0.16
C -2.239 1.321 1.353 -0.23
C -1.997 2.748 0.817 -0.31
S -0.430 3.293 1.464 1.23
F 0.541 2.392 0.686 -0.22
C -0.201 4.951 0.803 -0.30
C 1.166 5.150 0.151 -0.83
O 2.163 4.528 0.422 0.05
Br 1.169 6.569 -1.157 0.84
H -1.337 -3.380 0.791 0.08
H -3.073 -3.422 0.719 0.06
H -2.258 -3.634 2.262 0.06
H -1.240 -1.257 1.612 0.09
H -2.783 -1.340 2.442 0.11
H -3.955 -1.408 0.282 0.11
H -2.460 -1.174 -0.575 0.09
H -3.144 0.996 -0.550 0.10
H -4.229 0.794 0.785 0.12
H -2.691 1.447 2.326 0.12
H -1.293 0.812 1.464 0.08
H -2.708 3.439 1.254 0.12
H -2.004 2.799 -0.265 0.11
H -0.968 5.208 0.087 0.09
H -0.252 5.616 1.656 0.12
C 0.152 0.083 -1.395 -0.11
O -0.859 -0.764 -1.891 -0.22
C -1.512 -0.281 -3.064 -0.21
C -1.166 -1.116 -4.276 -0.21
N 0.223 -0.928 -4.668 -0.05
C 0.699 -1.864 -5.688 -0.19
C 0.736 -3.348 -5.343 -0.22
O 1.686 -3.695 -4.353 -0.17
C 1.256 -3.559 -3.014 -0.10
H 0.462 -0.307 -0.424 0.09
H 1.027 0.109 -2.051 0.09
H -0.227 1.103 -1.263 0.06
H -1.275 0.774 -3.237 0.12
H -2.589 -0.359 -2.885 0.12
H -1.814 -0.818 -5.105 0.13
H -1.392 -2.163 -4.030 0.11
H 0.811 -1.022 -3.852 0.07
H 1.716 -1.561 -5.946 0.12
H 0.093 -1.730 -6.588 0.12
H 1.047 -3.878 -6.246 0.12
H -0.252 -3.745 -5.079 0.11
H 0.185 -3.750 -2.906 0.09
H 1.496 -2.569 -2.613 0.07
H 1.799 -4.293 -2.417 0.09
C 8.567 10.098 0.402 -0.11
O 7.319 10.531 0.913 -0.19
C 6.299 10.666 -0.065 -0.22
C 5.226 9.614 0.120 -0.21
N 5.722 8.283 -0.213 -0.05
C 4.830 7.193 0.164 -0.21
C 4.529 6.987 1.647 -0.24
O 5.629 6.554 2.416 -0.17
C 6.487 7.579 2.893 -0.09
H 9.296 10.184 1.205 0.09
H 8.534 9.052 0.075 0.08
H 8.891 10.724 -0.433 0.09
H 6.712 10.632 -1.077 0.12
H 5.844 11.650 0.076 0.12
H 4.380 9.850 -0.533 0.12
H 4.881 9.679 1.161 0.11
H 6.612 8.142 0.244 0.07
H 5.277 6.269 -0.214 0.12
H 3.882 7.324 -0.371 0.06
H 3.793 6.181 1.716 0.10
H 4.065 7.871 2.104 0.11
H 5.945 8.506 3.092 0.09
H 7.305 7.774 2.195 0.07
H 6.928 7.229 3.826 0.09
C -5.656 -9.771 -0.254 -0.11
O -6.017 -9.554 1.097 -0.19
C -5.277 -10.328 2.033 -0.22
C -4.358 -9.455 2.859 -0.21
N -3.267 -8.919 2.054 -0.05
C -2.477 -7.885 2.715 -0.20
C -3.172 -6.582 3.099 -0.22
O -3.581 -5.788 1.998 -0.21
C -4.840 -6.126 1.442 -0.09
H -6.385 -9.253 -0.874 0.09
H -4.661 -9.373 -0.481 0.08
H -5.680 -10.836 -0.503 0.09
H -4.718 -11.124 1.533 0.12
H -6.000 -10.800 2.704 0.12
H -3.937 -10.051 3.674 0.12
H -4.974 -8.661 3.304 0.11
H -3.648 -8.535 1.200 0.07
H -1.654 -7.632 2.042 0.12
H -2.028 -8.316 3.615 0.12
H -2.440 -5.976 3.642 0.12
H -4.010 -6.739 3.787 0.11
H -5.529 -6.515 2.194 0.09
H -4.739 -6.847 0.628 0.08
H -5.268 -5.215 1.019 0.08
```

The molecular weight comes out at 657.75 g mol⁻¹. The calculation puts the electronic energy at -4789.18181 a.u. The LUMO energy comes out at -4.56 eV. The total charge is +1.